1.
ORCA calculation (ωB97M-V with the def2-TZVPD basis set) on a single C17H16ClF3O5 molecule.

Geometry as XYZ:
```
42
Properties=species:S:1:pos:R:3:nbo_charge:R:1
O 1.087 3.594 0.742 -0.513
C 4.870 0.190 1.929 0.979
C -4.009 0.016 -1.218 -0.103
H -4.742 0.773 -1.489 0.207
C -2.711 0.717 -0.911 -0.052
F 4.921 0.677 3.176 -0.325
O -2.905 -2.224 -0.328 -0.555
C 0.875 1.113 -2.218 0.511
F 5.878 0.728 1.243 -0.322
H 3.171 2.519 1.404 0.242
C 0.982 2.560 0.141 0.596
H -4.223 -2.113 1.253 0.162
C 2.117 1.080 -1.414 -0.242
C 2.168 1.774 -0.277 -0.051
H 4.272 2.068 0.068 0.242
H -3.491 1.619 0.864 0.231
C -1.588 0.588 -1.746 -0.011
H -3.928 -0.667 -2.051 0.214
H -0.081 -1.876 0.574 0.153
C -1.433 2.137 0.582 -0.163
C -1.912 -3.014 0.317 -0.087
H 2.770 0.319 2.060 0.235
H -1.376 2.733 1.476 0.236
Cl -1.664 -0.381 -3.176 0.048
O -4.567 -0.681 -0.098 -0.518
C -0.323 1.959 -0.228 -0.164
H -2.056 -4.046 0.009 0.204
H 1.112 -3.537 -0.612 0.471
C -0.527 -2.584 -0.129 -0.086
C -0.380 1.210 -1.407 -0.080
C -3.655 -1.460 0.589 0.242
O 0.288 -3.753 -0.168 -0.724
C 3.382 1.798 0.620 -0.445
H 2.965 0.515 -1.768 0.231
F 5.122 -1.140 2.022 -0.333
C 3.526 0.420 1.286 -0.476
H 3.355 -0.374 0.569 0.227
O 0.888 1.116 -3.413 -0.476
H -1.982 -2.923 1.397 0.174
H -2.989 -0.849 1.211 0.128
C -2.621 1.511 0.233 -0.187
H -0.587 -2.112 -1.111 0.177
```

Computed properties:
- gap between HOMO and LUMO (eV) = 8.47
- SMILES = O=C1C(CCC(F)(F)F)=CC(=O)c2c1ccc(COCOCCO)c2Cl
- energy (hartree) = -1793.36862
- E_HOMO (eV) = -9.7



2.
ORCA calculation (ωB97M-V with the def2-TZVPD basis set) on a molecular structure, C31H24F11N7O6S6Sn.

Geometry as XYZ:
```
86
Properties=species:S:1:pos:R:3:nbo_charge:R:1
H 3.488 -3.576 2.159 0.226
O 0.999 -3.776 1.207 -0.993
C 0.031 -1.973 -1.067 0.375
C 5.521 -1.380 0.538 -0.045
O -2.160 2.458 -4.062 -0.949
C 1.485 1.070 -4.916 -0.274
C 0.130 -3.495 -2.918 -0.186
F -4.412 4.005 -2.972 -0.329
H -2.640 -5.292 0.459 0.204
C -0.544 -2.557 -3.696 -0.328
H -2.752 -2.820 0.204 0.250
H 7.229 -0.198 1.082 0.215
Sn -0.531 0.887 0.670 1.281
H 5.897 -3.044 1.841 0.193
C -0.904 -1.372 -3.083 0.059
F -3.781 3.703 -0.923 -0.299
N 0.259 -1.527 0.220 -1.047
N -3.606 1.086 -2.662 -1.242
C -2.469 -4.652 1.315 -0.208
H 1.207 2.979 -5.866 0.204
H 0.420 -4.451 -3.340 0.194
S -2.503 2.204 -2.691 2.284
O -1.436 2.086 -1.733 -0.940
C 3.797 -2.752 1.530 -0.170
O -3.497 0.725 -0.141 -0.907
S 2.524 3.939 3.295 0.240
F -6.027 2.050 -1.359 -0.320
S 1.121 -2.332 1.282 2.338
H 7.624 -1.854 0.617 0.201
C -1.939 -4.433 3.667 -0.221
C -2.989 3.059 2.802 0.884
C -2.295 -2.475 2.270 0.178
F -2.507 4.782 -2.298 -0.323
C 1.374 2.450 -4.936 -0.166
C -1.592 2.634 2.375 0.153
C 4.534 -0.636 -0.096 -0.172
N 1.672 2.593 -0.159 -0.245
C -2.173 -5.224 2.559 -0.217
C 1.456 3.143 -3.743 -0.231
C -2.533 -3.283 1.160 -0.208
C -2.002 -3.051 3.512 -0.238
C -5.839 0.731 -1.305 0.708
H -1.697 -4.875 4.626 0.204
H 0.931 -3.935 -0.973 0.240
C 2.173 3.113 4.862 -0.764
F -3.890 2.833 1.839 -0.316
N 1.734 1.103 -2.536 -0.402
S -1.772 -1.794 4.677 0.358
H 4.809 0.207 -0.721 0.199
C -2.072 -0.621 3.423 -0.071
F -3.113 4.364 3.145 -0.345
O -4.111 -1.137 -1.658 -0.932
N -2.331 -1.092 2.256 -0.439
F -6.363 0.281 -0.162 -0.320
N 1.983 3.411 0.901 -0.426
H 1.893 2.082 4.650 0.267
N -0.633 -1.083 -1.815 -0.468
C 1.960 2.807 2.047 -0.046
C 1.770 3.167 -1.291 0.044
H 1.414 0.482 -5.820 0.207
H 7.194 -0.659 -0.617 0.209
F -6.517 0.176 -2.317 -0.326
C 1.628 2.434 -2.556 0.163
C -3.360 3.757 -2.177 0.708
H -0.790 -2.743 -4.733 0.200
C 6.974 -1.007 0.393 -0.623
S 1.551 1.181 2.403 -0.380
C 2.827 -1.986 0.896 -0.352
F -1.264 3.557 1.355 -0.391
H 2.015 4.229 -1.336 0.171
C 3.189 -0.928 0.081 -0.115
H 3.071 3.140 5.478 0.200
F -0.800 3.033 3.458 -0.396
H -2.021 0.436 3.635 0.245
C 0.425 -3.218 -1.602 -0.282
H 1.753 -0.630 -3.621 0.198
O 0.859 -1.746 2.576 -0.964
H 1.360 4.221 -3.713 0.211
H 1.350 3.617 5.365 0.214
S -4.052 0.268 -1.382 2.273
C 1.662 0.450 -3.685 0.059
H 2.437 -0.324 -0.411 0.247
H -2.126 -6.302 2.655 0.196
F -3.382 2.354 3.893 -0.349
H -1.443 -0.607 -3.634 0.200
C 5.137 -2.449 1.345 -0.238
```

Computed properties:
- total charge = -2
- gap between HOMO and LUMO (eV) = 6.53
- energy (hartree) = -5732.51833
- E_HOMO (eV) = -2.4



3.
ORCA calculation (ωB97M-V with the def2-TZVPD basis set) on 2 unconnected molecules or ions with the total composition C2H5I2N.

Geometry as XYZ:
```
10
Properties=species:S:1:pos:R:3:nbo_charge:R:1
I -2.318 1.337 -0.316 0.237
H -0.165 -0.609 1.631 0.205
C -0.505 -0.893 0.630 -0.439
N -0.524 0.214 -0.285 -0.562
C 0.616 0.833 -0.560 -0.148
H 0.196 -1.626 0.219 0.227
H 0.606 1.602 -1.314 0.208
I 2.101 1.204 0.920 0.091
H -1.495 -1.341 0.693 0.218
H 1.490 -0.721 -1.618 -0.037
```

Computed properties:
- gap between HOMO and LUMO (spin up / spin down) (eV) = 6.57 / 7.56
- energy (hartree) = -729.17866
- energy above the lowest of the compared OMol25 structures with the same formula, charge and spin (kJ/mol) = 328.1
- E_HOMO (spin up / spin down) (eV) = -7.8 / -8.9



4.
ORCA calculation (ωB97M-V with the def2-TZVPD basis set) on a molecular structure, C24H31F4N4ReSTe.

Geometry as XYZ:
```
66
Properties=species:S:1:pos:R:3:nbo_charge:R:1
H 3.391 0.521 1.250 0.436
H -1.708 -8.599 -0.737 0.249
C 4.352 2.914 -2.188 -0.285
N -1.561 -0.048 -0.778 -0.420
H -0.863 -8.423 1.583 0.249
H 4.513 2.161 2.456 0.257
F 5.039 0.658 -2.371 -0.255
H -1.666 -1.793 1.524 0.221
C 0.257 -5.468 0.372 -0.124
C 2.880 1.136 -1.648 0.252
H -3.000 -2.744 0.903 0.280
C 0.010 -4.453 -1.922 -0.601
H 0.163 -0.701 -2.928 0.183
C 3.448 2.363 2.369 -0.227
H -0.269 2.891 0.287 0.251
C -0.219 -5.567 -0.930 -0.002
C 1.602 0.771 2.086 0.385
C -1.643 1.270 -0.055 -0.226
C 4.116 1.551 -2.076 0.382
H 0.473 -3.608 1.496 0.232
N 0.646 1.378 -0.879 -0.541
H 0.431 -4.800 -2.864 0.268
H -0.034 1.044 3.193 0.438
C 1.309 2.682 3.601 -0.228
H -1.460 -2.812 0.069 0.205
C -0.523 2.198 -0.516 -0.273
H 3.120 1.869 4.438 0.241
N 0.839 1.461 2.905 -0.535
C 0.024 -6.502 1.276 -0.175
H -3.134 -1.415 -1.143 0.229
H 0.411 -6.438 2.285 0.232
C -0.926 -6.700 -1.327 -0.212
C -0.689 -7.619 0.880 -0.165
H 3.180 3.594 4.104 0.278
N 2.818 1.162 1.777 -0.538
C 1.034 -4.257 0.823 -0.571
H 3.310 3.202 1.684 0.219
H -2.624 1.711 -0.240 0.256
F 2.602 -0.228 -1.531 -0.307
H -3.365 -0.403 0.269 0.239
H -1.567 1.042 1.008 0.220
H -1.034 -0.591 -4.132 0.314
H 0.827 2.709 4.575 0.259
H 1.990 -4.513 1.276 0.265
H -0.893 -3.879 -2.118 0.220
H -1.447 1.202 -2.500 0.231
C -1.763 0.191 -2.264 -0.241
S 1.019 -0.801 1.469 0.047
H -1.243 -1.840 -2.901 0.244
C -0.947 -0.806 -3.065 -0.620
H -0.830 2.811 -1.365 0.247
Re 0.462 -0.594 -0.747 1.023
C 2.822 2.639 3.725 -0.442
C -2.635 -1.013 -0.264 -0.224
H -1.280 -6.788 -2.347 0.233
C -2.137 -2.145 0.609 -0.631
H 5.309 3.286 -2.532 0.299
C 1.823 1.983 -1.304 -0.014
C -1.164 -7.719 -0.423 -0.162
Te 1.491 -3.205 -0.994 0.752
H -2.825 0.113 -2.494 0.257
C 3.335 3.789 -1.858 0.372
F 1.163 4.256 -1.110 -0.281
C 2.087 3.351 -1.419 0.359
F 3.528 5.087 -1.947 -0.250
H 0.980 3.555 3.034 0.223
```

Computed properties:
- total charge = +3
- gap between HOMO and LUMO (spin up / spin down) (eV) = 6.29 / 5.38
- energy (hartree) = -2295.08562
- E_HOMO (spin up / spin down) (eV) = -16.3 / -16.3
- 2S+1 = 4